27
Properties=species:S:1:pos:R:3:lowdin_charge:R:1 method="wB97M-V/def2-TZVPD" charge=+1 lumo_ev="-4.7926 / -7.4557" orbital_gap_ev="4.44 / 3.62" energy_ha=-2409.9531 multiplicity=5
Ir -0.06400 -0.59924 0.11330 0.735
S -0.33882 -1.68837 2.19512 0.575
C 0.25346 -3.28645 1.81870 -0.722
C -0.05861 -4.31460 2.76194 -0.267
N -0.32789 -5.11325 3.54160 0.196
C 0.97545 -3.56210 0.72138 -0.721
S 1.41309 -2.35667 -0.46309 0.577
C 1.44471 -4.88983 0.47418 -0.268
N 1.83920 -5.94289 0.24269 0.195
N 1.69249 -0.36067 -3.08082 0.177
C 1.15921 0.76491 -2.67328 -0.612
N 0.49035 0.89461 -1.55050 -0.047
C 0.06618 2.16967 -1.37386 -0.310
C 0.43092 3.06257 -2.38664 -0.275
S 1.29512 2.26875 -3.60211 1.169
C -0.68981 2.46734 -0.21356 -0.311
C -1.21803 3.71131 0.14277 -0.275
S -2.08639 3.59934 1.58752 1.169
C -1.67247 1.87780 1.66980 -0.612
N -0.94739 1.45994 0.65796 -0.047
N -2.05745 1.11237 2.66277 0.177
H 1.56547 -1.20901 -2.53026 0.016
H 2.18866 -0.42346 -3.95487 0.134
H 0.22529 4.11760 -2.45492 0.096
H -1.12945 4.65049 -0.37696 0.096
H -2.62353 1.46926 3.41497 0.133
H -1.82577 0.12057 2.65616 0.019



29
Properties=species:S:1:pos:R:3:lowdin_charge:R:1 method="wB97M-V/def2-TZVPD" smiles="NS(=O)(=O)c1c(F)c(F)c(-n2cc(CCBr)nn2)c(F)c1F" lumo_ev=-1.1075 orbital_gap_ev=9.35 de_lowest_kcal_mol=32.8 energy_ha=-4126.2604
N 2.65542 1.75350 4.38729 -0.094
S 1.35592 2.55330 3.74696 0.744
O 0.37749 2.41008 4.88474 -0.317
O 2.03471 3.87437 3.65646 -0.319
C 1.18438 1.61349 2.21782 -0.118
C 1.22809 2.26318 1.00466 -0.137
F 1.26962 3.64302 0.88861 0.085
C 1.00657 1.48924 -0.18682 -0.055
F 1.18501 2.17039 -1.39608 0.076
C 0.64229 0.11871 -0.07137 -0.024
N 0.33632 -0.54479 -1.35036 -0.065
C -0.89493 -0.63557 -2.05907 0.028
C -0.80011 -1.76598 -2.71818 -0.292
C -1.78402 -2.39147 -3.65761 -0.215
C -3.25982 -2.39046 -3.26884 -0.638
Br -4.36248 -0.90407 -3.81655 0.602
N 0.53458 -2.18763 -2.64230 0.067
N 1.22375 -1.44812 -1.83233 0.072
C 0.52112 -0.52088 1.16909 -0.071
F 0.08770 -1.84332 1.26625 0.086
C 0.86736 0.20944 2.31501 -0.214
F 0.84186 -0.35321 3.46496 0.171
H 2.44357 1.56885 5.37301 0.079
H 3.39254 2.46386 4.44444 0.076
H -1.71610 -0.04541 -1.86694 0.105
H -1.72130 -2.07623 -4.67741 0.108
H -1.50207 -3.39369 -3.44335 0.104
H -3.82993 -3.28310 -3.70078 0.078
H -3.31756 -2.34750 -2.13131 0.077



25
Properties=species:S:1:pos:R:3:lowdin_charge:R:1 method="wB97M-V/def2-TZVPD" charge=+1 lumo_ev=-4.3011 orbital_gap_ev=7.51 de_lowest_kcal_mol=3.8 energy_ha=-1038.3567
O 3.44786 3.86179 -0.17534 0.039
C 2.38807 3.43525 0.00333 -0.022
Cd 0.10979 1.15787 1.19899 0.957
O 3.59248 0.84518 1.62355 0.130
C 2.45474 0.95549 1.63029 -0.074
C -0.23553 -0.55154 2.70977 -0.042
O -0.29336 -1.50347 3.36051 0.140
C -2.06139 1.63379 1.05037 -0.283
O -3.14437 1.97664 0.82546 0.052
C 0.05507 2.60232 3.42325 -0.025
O -0.12825 2.98236 4.50353 0.090
H -0.57895 2.70329 0.34464 -0.064
N -2.10510 -1.60857 -0.05782 0.143
C -1.06902 -1.53645 -0.91584 -0.389
C -1.03671 -2.38437 -2.04564 0.004
C 0.05787 -2.24229 -2.89148 -0.034
C 1.00592 -1.24642 -2.61334 -0.067
C 0.88458 -0.45014 -1.48560 -0.166
N -0.10048 -0.65233 -0.60445 0.011
H -2.20088 -1.00698 0.74585 0.055
H -2.83004 -2.26274 -0.28006 0.109
H -1.83758 -3.11990 -2.14888 0.123
H 0.16739 -2.89668 -3.74899 0.119
H 1.89720 -1.07222 -3.20014 0.107
H 1.56068 0.38010 -1.25197 0.086



25
Properties=species:S:1:pos:R:3:lowdin_charge:R:1 method="wB97M-V/def2-TZVPD" smiles="N#CC1=C(C#N)C(=O)C(Cl)=C(Cl)C1=O.NCCO" lumo_ev=-3.4893 orbital_gap_ev=5.77 energy_ha=-1695.5442
N -3.27768 -2.26818 2.16231 0.224
C -2.28843 -1.64019 2.16139 -0.130
C -1.07421 -0.89428 2.15462 -0.069
C -1.07755 0.47377 2.10100 -0.081
C -2.29019 1.21978 2.09908 -0.157
N -3.28002 1.84506 2.09211 0.238
C 0.17064 1.26220 2.11576 -0.344
O 0.13171 2.48896 2.03192 0.128
C 1.43551 0.48229 2.20321 -0.597
Cl 2.86871 1.39487 2.24797 0.792
C 1.44106 -0.88442 2.21368 -0.600
Cl 2.87801 -1.78720 2.23640 0.794
C 0.17928 -1.67635 2.19100 -0.343
O 0.15314 -2.90428 2.18703 0.129
N -2.32299 1.36063 -1.12922 0.010
C -1.36320 0.60106 -1.90320 -0.292
C -2.09892 -0.26907 -2.90511 -0.272
O -2.89052 0.63549 -3.66309 -0.080
H -3.09660 0.76545 -0.83368 0.073
H -1.89754 1.78530 -0.30861 0.037
H -0.72546 -0.02504 -1.25733 0.097
H -0.73204 1.31450 -2.44833 0.117
H -2.76460 -0.95726 -2.36540 0.114
H -1.36477 -0.79532 -3.53342 0.119
H -3.14516 0.21874 -4.50541 0.094



23
Properties=species:S:1:pos:R:3:lowdin_charge:R:1 method="wB97M-V/def2-TZVPD" charge=+3 lumo_ev="-14.8532 / -14.8472" orbital_gap_ev="3.53 / 3.54" energy_ha=-2664.3657
O 0.03206 -3.07488 -0.01468 0.318
C -0.16170 -1.94797 -0.21554 0.048
Ga -0.29632 0.04182 -0.65207 0.621
O -2.66415 -0.00170 -3.18522 0.277
C -1.90322 -0.00089 -2.30267 0.141
C 2.03737 0.00825 -0.50355 0.076
O 3.18024 0.00130 -0.52788 0.280
C -0.16505 1.98670 -0.16231 0.013
O 0.03303 3.10631 0.07002 0.288
N -0.06417 -0.07185 2.17041 0.149
C -0.02251 0.08382 3.52925 -0.273
C 1.20116 -0.13691 4.17168 0.032
C 1.21462 -0.20787 5.57741 0.037
C -0.01295 0.01266 6.24724 0.057
C -1.24644 0.25532 5.60456 0.033
C -1.24188 0.32626 4.19699 0.042
H 0.63976 -0.69144 1.80166 0.062
H -0.98678 -0.29215 1.81685 0.070
H 2.07467 -0.35059 3.52551 0.142
H 2.17621 -0.40428 6.08747 0.154
H -0.00522 -0.00043 7.32603 0.142
H -2.20890 0.42049 6.12784 0.154
H -2.13644 0.44113 3.56320 0.140



24
Properties=species:S:1:pos:R:3:lowdin_charge:R:1 method="wB97M-V/def2-TZVPD" charge=-2 lumo_ev=4.3670 orbital_gap_ev=4.56 energy_ha=-1134.4146
O 4.77488 -0.73560 3.45664 0.098
C 3.80494 -1.12718 2.86406 -0.508
C 2.78373 -0.40926 2.02633 -0.152
C 1.52827 -0.99242 2.70930 -0.791
I -0.25427 -0.41082 1.72371 1.099
C 1.95131 -2.45635 2.63508 -0.215
O 3.38099 -2.42495 2.95000 -0.019
H 2.82901 -0.87609 1.03470 0.128
H 2.86351 0.66970 1.95350 0.124
H 1.61392 -0.70915 3.76378 0.086
H 1.48747 -3.11764 3.36614 0.117
H 1.81200 -2.82594 1.61478 0.112
C -3.64169 0.80832 -2.04077 -0.041
C -2.57319 0.68079 -1.15740 -0.422
C -1.20451 1.23409 -1.64290 -0.420
O -0.23833 1.20582 -0.85428 -0.176
C -1.11220 1.73575 -2.95746 -0.043
C -2.17959 1.85439 -3.86390 -0.425
C -3.57466 1.39186 -3.33836 -0.406
O -4.57636 1.53347 -4.05321 -0.052
O -2.10203 2.29453 -5.02442 -0.067
O -2.62664 0.16569 -0.01140 -0.196
H -4.62409 0.44927 -1.74337 0.084
H -0.11970 2.05578 -3.26607 0.084